1.
93
Properties=species:S:1:pos:R:3 method="wB97M-V/def2-TZVPD" charge=0 total_energy_ha=-6623.8769 orbital_gap_ev=8.1 homo_energy_ha=-0.3102
Ti 0.077 -0.846 0.582
C 3.142 -2.863 0.837
Si 3.466 -1.006 0.874
C 4.302 -0.492 2.485
C 4.601 -0.593 -0.582
N 1.926 -0.189 0.738
P 1.543 1.373 0.451
C 0.001 1.206 -0.293
P -1.458 1.296 0.617
N -1.778 -0.287 0.887
Si -3.312 -1.119 0.812
C -4.588 -0.187 1.848
C -3.038 -2.853 1.503
C -3.972 -1.266 -0.949
C -2.724 2.067 -0.434
C -2.601 1.828 -1.803
C -3.517 2.365 -2.691
C -4.558 3.152 -2.214
C -4.687 3.391 -0.855
C -3.775 2.847 0.039
C -1.574 2.160 2.205
C -1.469 3.548 2.244
C -1.591 4.220 3.448
C -1.806 3.505 4.619
C -1.888 2.121 4.586
C -1.771 1.444 3.381
C 2.698 2.107 -0.747
C 2.381 1.960 -2.095
C 3.234 2.453 -3.070
C 4.404 3.099 -2.698
C 4.728 3.244 -1.357
C 3.880 2.744 -0.380
C 1.773 2.364 1.953
C 1.791 1.746 3.199
C 1.957 2.509 4.345
C 2.112 3.884 4.249
C 2.079 4.505 3.008
C 1.897 3.750 1.862
H 4.062 -3.399 0.590
H 2.408 -3.104 0.069
H 2.786 -3.237 1.797
H 5.322 -0.881 2.533
H 3.751 -0.879 3.346
H 4.350 0.596 2.572
H 5.364 -1.368 -0.680
H 5.110 0.361 -0.441
H 4.048 -0.543 -1.522
H -4.141 0.268 2.734
H -5.379 -0.864 2.176
H -5.052 0.603 1.253
H -2.712 -2.830 2.543
H -2.290 -3.398 0.923
H -3.972 -3.419 1.452
H -4.321 -0.301 -1.319
H -4.822 -1.954 -0.967
H -3.216 -1.645 -1.637
H -1.778 1.218 -2.155
H -3.421 2.177 -3.752
H -5.276 3.577 -2.905
H -5.499 4.006 -0.487
H -3.883 3.020 1.102
H -1.292 4.094 1.324
H -1.518 5.300 3.471
H -1.908 4.030 5.561
H -2.040 1.564 5.502
H -1.838 0.364 3.344
H 1.457 1.459 -2.360
H 2.987 2.342 -4.118
H 5.072 3.489 -3.456
H 5.644 3.746 -1.073
H 4.139 2.838 0.668
H 1.680 0.670 3.258
H 1.970 2.028 5.315
H 2.252 4.473 5.147
H 2.194 5.579 2.927
H 1.857 4.230 0.891
O -1.058 -2.608 -2.406
C -0.492 -2.988 -1.413
O 0.104 -2.170 -0.557
C -0.394 -4.442 -1.055
C -0.770 -5.395 -1.995
C -0.691 -6.745 -1.692
C -0.240 -7.153 -0.448
C 0.131 -6.193 0.478
C 0.062 -4.840 0.196
N 0.627 -6.619 1.791
O 0.338 -7.743 2.160
O 1.261 -5.813 2.441
H -1.121 -5.057 -2.961
H -0.983 -7.483 -2.426
H -0.163 -8.198 -0.184
H 0.336 -4.125 0.959
Br 0.199 -1.796 2.837

***

2.
84
Properties=species:S:1:pos:R:3 method="wB97M-V/def2-TZVPD" charge=+1 relative_energy_kj_mol=0.0 total_energy_ha=-1712.5283 orbital_gap_ev=7.7 smiles="COc1ccc([C@@H](C2=[N+](c3c(C)cc(C)cc3C)CCN2c2c(C)cc(C)cc2C)c2cn(C)c3ccccc23)cc1" homo_energy_ha=-0.3719
C -3.814 2.435 7.516
O -2.777 3.277 6.983
C -2.815 3.532 5.647
C -3.740 2.943 4.777
C -3.488 2.976 3.415
C -2.418 3.672 2.892
C -2.178 3.544 1.386
C -1.961 2.091 1.071
N -2.261 1.475 -0.092
C -2.613 2.005 -1.366
C -1.760 2.947 -1.992
C -0.429 3.330 -1.427
C -2.186 3.527 -3.173
C -3.391 3.151 -3.763
C -3.906 3.862 -4.972
C -4.131 2.119 -3.199
C -3.770 1.521 -2.004
C -4.690 0.440 -1.529
C -2.027 0.033 -0.004
C -1.431 -0.165 1.344
N -1.569 1.155 1.969
C -1.015 1.235 3.278
C -1.609 0.424 4.259
C -2.801 -0.431 3.973
C -1.094 0.484 5.544
C -0.038 1.349 5.848
C 0.305 1.617 7.280
C 0.645 1.989 4.810
C 0.186 1.917 3.501
C 0.883 2.606 2.369
C -3.199 4.323 0.591
C -4.552 4.235 0.830
N -5.261 4.930 -0.125
C -6.705 4.911 -0.199
C -4.357 5.628 -0.922
C -4.626 6.355 -2.072
C -3.540 6.980 -2.703
C -2.262 6.877 -2.129
C -2.000 6.072 -1.002
C -3.049 5.388 -0.400
C -1.641 4.455 3.747
C -1.823 4.370 5.117
H -3.598 2.443 8.581
H -4.818 2.841 7.316
H -3.731 1.414 7.107
H -4.581 2.384 5.150
H -4.113 2.381 2.750
H -1.216 4.030 1.129
H -0.088 4.297 -1.810
H -0.495 3.449 -0.342
H 0.353 2.580 -1.611
H -1.576 4.308 -3.615
H -4.727 3.297 -5.436
H -4.290 4.860 -4.715
H -3.099 3.981 -5.705
H -5.055 1.787 -3.673
H -5.682 0.589 -1.997
H -4.392 -0.571 -1.858
H -4.877 0.449 -0.447
H -2.975 -0.522 -0.064
H -1.383 -0.285 -0.834
H -0.374 -0.468 1.402
H -1.994 -0.950 1.857
H -3.351 -0.123 3.075
H -2.516 -1.493 3.895
H -3.539 -0.383 4.781
H -1.563 -0.113 6.333
H 1.309 2.052 7.358
H -0.418 2.319 7.726
H 0.264 0.679 7.849
H 1.519 2.609 5.016
H 1.713 3.228 2.724
H 1.258 1.906 1.606
H 0.204 3.301 1.864
H -5.060 3.691 1.596
H -7.017 5.154 -1.219
H -7.040 3.905 0.079
H -7.167 5.638 0.486
H -5.646 6.429 -2.443
H -3.708 7.555 -3.620
H -1.438 7.432 -2.586
H -0.983 5.996 -0.609
H -0.803 5.029 3.349
H -1.128 4.836 5.819